w | A 2-piece molecular cluster, C2H9N2O overall. Source: the OMol25 dataset; level of theory: wB97M-V/def2-TZVPD.

Properties
LUMO level: 0.16913 Eh
charge: -1
HOMO-LUMO gap: 0.28108 Eh

Last columns: bonded neighbours and bond lengths (Å).
CARTESIAN COORDINATES (ANGSTROEM)
1 C -0.09102 1.62091 1.20545  O2 1.552, H3 1.120, H4 1.112, H5 1.157
2 O 1.12451 1.32502 0.28721  C1 1.552
3 H -0.77676 2.32626 0.67046  C1 1.120
4 H -0.78061 0.75911 1.33936  C1 1.112
5 H 0.11939 2.16314 2.20598  C1 1.157
6 N -0.39641 -0.58655 -1.82410  C7 1.548, H9 1.024, H10 1.022
7 C -0.35122 -1.29487 -0.44838  N6 1.548, N8 1.371, H11 1.128, H12 1.024
8 N 0.82046 -1.29431 0.26268  C7 1.371, H13 1.064, H14 1.047
9 H -0.74554 0.33244 -1.53685  N6 1.024
10 H 0.49558 -0.09670 -1.91315  N6 1.022
11 H -1.14683 -0.64945 0.02411  C7 1.128
12 H -0.81431 -2.17757 -0.68085  C7 1.024
13 H 1.41738 -2.11326 -0.06097  N8 1.064
14 H 1.12537 -0.31420 0.46905  N8 1.047



x | A 2-piece molecular cluster, C2H9N2O overall. Source: the OMol25 dataset; level of theory: wB97M-V/def2-TZVPD.

Properties
LUMO level: 0.15443 Eh
charge: -1
HOMO-LUMO gap: 0.24337 Eh

Last columns: bonded neighbours and bond lengths (Å).
CARTESIAN COORDINATES (ANGSTROEM)
1 C -1.31516 1.93516 0.53594  O2 1.319, H3 1.116, H4 1.201, H5 1.126
2 O -0.00025 1.95904 0.44146  C1 1.319
3 H -1.73564 0.96789 0.90007  C1 1.116
4 H -1.90975 2.55884 1.37304  C1 1.201
5 H -1.86486 2.39300 -0.33397  C1 1.126
6 N 1.07197 -0.37225 -1.07710  C7 1.412, H9 1.039, H10 1.018
7 C 0.06521 -1.22030 -0.56737  N6 1.412, N8 1.559, H11 1.085, H12 1.100
8 N 0.51837 -2.25659 0.50514  C7 1.559, H13 1.014, H14 1.009
9 H 0.79482 0.57751 -0.76092  N6 1.039
10 H 1.97616 -0.27990 -0.61863  N6 1.018
11 H -0.83976 -0.78895 -0.15300  C7 1.085
12 H -0.21930 -1.96662 -1.32402  C7 1.100
13 H -0.01002 -2.05473 1.34663  N8 1.014
14 H 0.33462 -3.22732 0.29851  N8 1.009



It comes down to x, which is 8.0 kcal/mol more stable than the next structure.



w | One molecule with the formula C8H12O3. Source: the OMol25 dataset; level of theory: wB97M-V/def2-TZVPD.

Properties
SMILES string: O=C1CC[C@]2(O)CCC[C@]12O
LUMO level: 0.03092 Eh
charge: 0
HOMO-LUMO gap: 0.35175 Eh

Last columns: bonded neighbours and bond lengths (Å).
CARTESIAN COORDINATES (ANGSTROEM)
1 O 2.06303 0.94038 1.97803  C2 1.205
2 C 1.29682 0.91188 1.04816  O1 1.205, C3 1.544, C10 1.491
3 C 1.60687 1.36293 -0.39593  C2 1.544, C4 1.563, H12 1.095, H13 0.984
4 C 1.32458 0.02175 -1.14766  C3 1.563, C5 1.597, H14 1.053, H15 1.123
5 C 0.28972 -0.96225 -0.43243  C4 1.597, O6 1.437, C7 1.482, C10 1.856
6 O 0.89454 -2.25300 -0.25343  C5 1.437, H16 0.917
7 C -1.07943 -0.96165 -1.00084  C5 1.482, C8 1.574, H17 1.028, H18 1.094
8 C -1.89496 0.30967 -0.55795  C7 1.574, C9 1.549, H19 1.033, H20 1.074
9 C -1.33741 0.70035 0.83395  C8 1.549, C10 1.533, H21 1.117, H22 1.121
10 C 0.04996 0.09392 1.07436  C2 1.491, C5 1.856, C9 1.533, O11 1.429
11 O -0.15826 -0.62588 2.29098  C10 1.429, H23 0.943
12 H 0.89974 2.16249 -0.64046  C3 1.095
13 H 2.55220 1.59799 -0.53632  C3 0.984
14 H 0.89977 0.37460 -2.04384  C4 1.053
15 H 2.20338 -0.66952 -1.25233  C4 1.123
16 H 0.25958 -2.80729 0.10747  O6 0.917
17 H -1.61066 -1.70170 -0.52478  C7 1.028
18 H -1.02321 -1.08328 -2.08684  C7 1.094
19 H -2.91116 0.13095 -0.50947  C8 1.033
20 H -1.85447 1.09433 -1.29077  C8 1.074
21 H -1.08270 1.78758 0.86251  C9 1.117
22 H -1.95796 0.15184 1.59009  C9 1.121
23 H 0.57003 -0.57612 2.88750  O11 0.943



x | One molecule with the formula C8H12O3. Source: the OMol25 dataset; level of theory: wB97M-V/def2-TZVPD.

Properties
SMILES string: C[C@H]1C2=CCO[C@H](CO)[C@@]21O
LUMO level: 0.01985 Eh
charge: 0
HOMO-LUMO gap: 0.34219 Eh

Last columns: bonded neighbours and bond lengths (Å).
CARTESIAN COORDINATES (ANGSTROEM)
1 C -2.67581 -0.43849 -0.16245  C2 1.507, H12 1.099, H13 1.165, H14 1.134
2 C -1.18060 -0.33768 -0.32511  C1 1.507, C3 1.473, C10 1.583, H15 1.108
3 C -0.44190 0.93662 -0.31901  C2 1.473, C4 1.330, C10 1.517
4 C 0.43562 1.82383 -0.77817  C3 1.330, C5 1.497, H16 1.070
5 C 1.69613 2.08608 -0.01389  C4 1.497, O6 1.481, H17 1.185, H18 1.083
6 O 2.15278 0.76146 0.46540  C5 1.481, C7 1.514
7 C 1.23985 -0.36014 0.91336  O6 1.514, C8 1.533, C10 1.504, H19 1.096
8 C 1.73401 -1.52548 0.04817  C7 1.533, O9 1.418, H20 1.074, H21 1.170
9 O 0.74274 -2.53311 -0.06103  C8 1.418, H22 1.047
10 C -0.21325 0.02673 0.87364  C2 1.583, C3 1.517, C7 1.504, O11 1.403
11 O -0.87164 0.17125 2.10468  C10 1.403, H23 0.974
12 H -2.99954 -0.33609 0.88316  C1 1.099
13 H -3.14123 -1.43492 -0.54824  C1 1.165
14 H -3.03610 0.48706 -0.71063  C1 1.134
15 H -0.71757 -1.18170 -0.87456  C2 1.108
16 H 0.17566 2.19656 -1.74696  C4 1.070
17 H 2.63677 2.41575 -0.65515  C5 1.185
18 H 1.54444 2.79897 0.78707  C5 1.083
19 H 1.58612 -0.38190 1.95320  C7 1.096
20 H 2.63842 -2.03598 0.32248  C8 1.074
21 H 1.94366 -1.19154 -1.05363  C8 1.170
22 H 1.27282 -3.42431 -0.20447  O9 1.047
23 H -0.80600 -0.62806 2.65680  O11 0.974



It comes down to w, which is 63.8 kcal/mol more stable than the next structure.



w | One molecule with the formula C8H12O3. Source: the OMol25 dataset; level of theory: wB97M-V/def2-TZVPD.

Properties
LUMO level (spin up / spin down): 0.02009 / 0.01894 Eh
charge: 0
HOMO-LUMO gap (spin up / spin down): 0.25820 / 0.25089 Eh

Last columns: bonded neighbours and bond lengths (Å).
CARTESIAN COORDINATES (ANGSTROEM)
1 C -2.25428 1.40613 0.60195  C2 1.405, C3 1.364, H12 1.160
2 C -0.95240 1.87231 0.35556  C1 1.405, C4 1.453, H13 1.112
3 C -2.88476 0.43142 -0.11472  C1 1.364, O9 1.170
4 C -0.12085 1.20729 -0.63330  C2 1.453, C6 1.661, H14 1.144, H15 1.020
5 C -0.79003 -1.03548 0.43403  C6 1.411, O10 1.337, O11 1.338
6 C 0.28959 -0.32063 -0.12743  C4 1.661, C5 1.411, C7 1.532, C8 1.515
7 C 0.76380 -0.98169 -1.42580  C6 1.532, H16 1.095, H17 1.121, H18 1.008
8 C 1.39655 -0.24875 0.90399  C6 1.515, H19 1.075, H20 1.054, H21 1.138
9 O -3.35402 -0.40367 -0.78606  C3 1.170
10 O -1.02679 -0.85485 1.73742  C5 1.337, H22 1.082
11 O -1.27750 -2.16316 -0.09651  C5 1.338, H23 1.037
12 H -2.80978 1.89853 1.49285  C1 1.160
13 H -0.47776 2.53345 1.11258  C2 1.112
14 H -0.50582 1.09549 -1.70490  C4 1.144
15 H 0.80799 1.60285 -0.77698  C4 1.020
16 H 1.74744 -0.56072 -1.65862  C7 1.095
17 H 0.06700 -0.86534 -2.29607  C7 1.121
18 H 0.71671 -1.98521 -1.33757  C7 1.008
19 H 1.63438 -1.24778 1.22091  C8 1.075
20 H 1.02479 0.33018 1.70196  C8 1.054
21 H 2.42223 0.08376 0.53908  C8 1.138
22 H -1.90039 -1.41057 2.05185  O10 1.082
23 H -2.14223 -1.90061 -0.60443  O11 1.037



x | One molecule with the formula C8H12O3. Source: the OMol25 dataset; level of theory: wB97M-V/def2-TZVPD.

Properties
SMILES string: CC1=C2CC[C@@](O)(C2)C1(O)O
LUMO level: 0.02544 Eh
charge: 0
HOMO-LUMO gap: 0.31905 Eh

Last columns: bonded neighbours and bond lengths (Å).
CARTESIAN COORDINATES (ANGSTROEM)
1 C -1.73786 -1.81091 -0.05096  C2 1.421, H12 1.076, H13 1.133, H14 0.997
2 C -0.78828 -0.89012 0.46731  C1 1.421, C3 1.379, C9 1.809
3 C -0.87159 0.39658 0.95765  C2 1.379, C4 1.506, C8 1.447
4 C -1.44715 1.30512 -0.09719  C3 1.506, C5 1.618, H15 1.093, H16 1.059
5 C -0.09824 1.33374 -0.99065  C4 1.618, C6 1.554, H17 1.128, H18 1.138
6 C 0.99730 0.72871 -0.06879  C5 1.554, O7 1.385, C8 1.443, C9 1.517
7 O 2.29250 1.13984 -0.33768  C6 1.385, H19 0.963
8 C 0.42103 0.98797 1.22863  C3 1.447, C6 1.443, H20 1.146, H21 1.107
9 C 0.95975 -0.78563 0.01433  C2 1.809, C6 1.517, O10 1.374, O11 1.431
10 O 1.06127 -1.43188 -1.19439  C9 1.374, H22 0.974
11 O 2.00905 -1.22354 0.88284  C9 1.431, H23 0.966
12 H -2.60103 -1.17209 0.01571  C1 1.076
13 H -1.83733 -2.78613 0.51642  C1 1.133
14 H -1.73774 -2.00678 -1.02822  C1 0.997
15 H -2.26672 0.83389 -0.64586  C4 1.093
16 H -1.67559 2.23596 0.35426  C4 1.059
17 H -0.36194 0.75406 -1.92142  C5 1.128
18 H 0.14566 2.39734 -1.31471  C5 1.138
19 H 2.77402 0.75588 0.40228  O7 0.963
20 H 0.13308 2.02216 1.62980  C8 1.146
21 H 0.84514 0.66621 2.19908  C8 1.107
22 H 1.73252 -1.26176 -1.87960  O10 0.974
23 H 2.05215 -2.18863 0.86116  O11 0.966



It comes down to x, which is 7.8 kcal/mol more stable than the next structure.



w | One molecule with the formula C9H18N2O4. Source: the OMol25 dataset; level of theory: wB97M-V/def2-TZVPD.

Properties
SMILES string: CC(C)C[C@H](N)C(=O)N[C@@H](CO)C(=O)O
LUMO level: 0.01953 Eh
charge: 0
HOMO-LUMO gap: 0.37608 Eh

Last columns: bonded neighbours and bond lengths (Å).
CARTESIAN COORDINATES (ANGSTROEM)
1 C 3.46076 -0.14868 1.80515  C2 1.512, H16 1.082, H17 1.086, H18 1.112
2 C 2.92282 0.25785 0.45196  C1 1.512, C3 1.535, C4 1.520, H19 1.078
3 C 3.82302 -0.20637 -0.70130  C2 1.535, H20 1.095, H21 1.102, H22 1.094
4 C 1.50561 -0.27090 0.29893  C2 1.520, C5 1.574, H23 1.122, H24 1.099
5 C 0.78649 0.30185 -0.97885  C4 1.574, N6 1.476, C7 1.548, H25 1.092
6 N 0.61920 1.76804 -0.94715  C5 1.476, H26 1.040, H27 1.005
7 C -0.63325 -0.31572 -0.99958  C5 1.548, O8 1.223, N9 1.315
8 O -0.98883 -1.27688 -1.66765  C7 1.223
9 N -1.48284 0.32495 -0.22648  C7 1.315, C10 1.461, H28 0.982
10 C -2.89920 -0.01908 -0.32607  N9 1.461, C11 1.539, C13 1.495, H29 1.097
11 C -3.15799 -1.27677 0.52279  C10 1.539, O12 1.413, H30 1.104, H31 1.119
12 O -4.51732 -1.63735 0.38266  C11 1.413, H32 0.982
13 C -3.63056 1.19971 0.13879  C10 1.495, O14 1.198, O15 1.333
14 O -2.99154 2.17655 0.41044  C13 1.198
15 O -4.94782 1.08678 0.30738  C13 1.333, H33 0.978
16 H 2.91430 0.25145 2.64899  C1 1.082
17 H 3.63075 -1.21687 1.90158  C1 1.086
18 H 4.48685 0.26856 1.90206  C1 1.112
19 H 2.95571 1.33494 0.49431  C2 1.078
20 H 3.57203 0.07642 -1.72869  C3 1.095
21 H 3.94575 -1.30087 -0.73166  C3 1.102
22 H 4.82723 0.21197 -0.58567  C3 1.094
23 H 0.92738 0.00750 1.21963  C4 1.122
24 H 1.55054 -1.36846 0.25898  C4 1.099
25 H 1.38666 -0.02868 -1.82963  C5 1.092
26 H 1.53036 2.25732 -1.05890  N6 1.040
27 H 0.11844 1.96833 -1.79542  N6 1.005
28 H -1.27625 1.18833 0.19347  N9 0.982
29 H -3.25901 -0.21798 -1.34294  C10 1.097
30 H -3.09329 -0.94795 1.57503  C11 1.104
31 H -2.45115 -2.12767 0.35187  C11 1.119
32 H -4.48778 -2.45396 -0.16164  O12 0.982
33 H -5.14708 0.13364 0.21764  O15 0.978



x | One molecule with the formula C9H18N2O4. Source: the OMol25 dataset; level of theory: wB97M-V/def2-TZVPD.

Properties
SMILES string: CC(C)C[C@H](NC(=O)[C@@H](N)CO)C(=O)O
LUMO level: 0.02350 Eh
charge: 0
HOMO-LUMO gap: 0.37500 Eh

Last columns: bonded neighbours and bond lengths (Å).
CARTESIAN COORDINATES (ANGSTROEM)
1 C -0.58283 -0.81330 -3.51177  C2 1.522, H16 1.083, H17 1.099, H18 1.168
2 C -1.03028 -1.75023 -2.39879  C1 1.522, C3 1.496, C4 1.544, H19 0.983
3 C -2.51827 -1.61832 -2.31265  C2 1.496, H20 1.238, H21 1.128, H22 1.114
4 C -0.29410 -1.32957 -1.10858  C2 1.544, C5 1.515, H23 1.117, H24 1.166
5 C -0.93668 -1.03617 0.23200  C4 1.515, N6 1.471, C13 1.534, H25 1.189
6 N -0.84586 0.37942 0.62194  C5 1.471, C7 1.408, H26 1.003
7 C 0.44005 0.94435 0.72056  N6 1.408, O8 1.223, C9 1.477
8 O 1.30618 0.14731 1.05137  C7 1.223
9 C 0.50021 2.40812 0.53382  C7 1.477, N10 1.367, C11 1.555, H27 1.024
10 N -0.54230 3.03104 1.16226  C9 1.367, H28 1.000, H29 1.026
11 C 1.92868 2.94294 0.83658  C9 1.555, O12 1.402, H30 1.173, H31 1.056
12 O 2.94674 2.40694 0.03488  C11 1.402, H32 0.994
13 C -0.18998 -1.95418 1.20847  C5 1.534, O14 1.217, O15 1.357
14 O 0.60522 -2.84496 0.97532  C13 1.217
15 O -0.49453 -1.43835 2.42648  C13 1.357, H33 0.948
16 H 0.37263 -1.05640 -3.96091  C1 1.083
17 H -1.36426 -0.75974 -4.28254  C1 1.099
18 H -0.52308 0.26267 -3.06190  C1 1.168
19 H -0.88192 -2.70567 -2.57555  C2 0.983
20 H -3.21971 -1.99627 -1.36529  C3 1.238
21 H -2.81637 -0.53976 -2.45472  C3 1.128
22 H -2.89949 -2.15764 -3.20972  C3 1.114
23 H 0.33035 -2.18885 -0.76462  C4 1.117
24 H 0.37032 -0.38714 -1.28465  C4 1.166
25 H -2.08646 -1.33523 0.19185  C5 1.189
26 H -1.56863 0.94340 0.21466  N6 1.003
27 H 0.38544 2.43085 -0.48366  C9 1.024
28 H -0.88554 2.59656 1.99455  N10 1.000
29 H -0.39335 3.97688 1.53105  N10 1.026
30 H 1.82689 4.10477 0.96486  C11 1.173
31 H 1.93170 2.59109 1.83179  C11 1.056
32 H 2.59077 1.47924 0.02145  O12 0.994
33 H -0.26181 -2.06147 3.10180  O15 0.948



It comes down to w, which is 67.2 kcal/mol more stable than the next structure.